Density functional theory data (ωB97M-V with the def2-TZVPD basis set) for a structure of composition C19H43N4O4PPdS2 at a distorted geometry.

Atoms and positions in Å:
Pd: 13.707 11.546 8.681
C: 18.935 10.126 10.677
C: 18.387 11.587 10.498
C: 16.886 11.619 10.507
S: 16.126 11.449 8.850
O: 16.984 10.348 8.213
C: 16.624 13.047 8.287
C: 16.694 13.429 6.820
C: 15.318 13.606 6.173
H: 20.023 10.239 10.678
H: 18.569 9.466 9.912
H: 18.619 9.718 11.671
H: 18.784 11.984 9.575
H: 18.727 12.229 11.330
H: 16.471 12.572 10.872
H: 16.513 10.785 11.098
H: 17.534 13.308 8.847
H: 15.983 13.717 8.826
H: 17.185 12.583 6.289
H: 17.400 14.257 6.769
H: 14.678 12.713 6.254
H: 15.375 13.968 5.162
H: 14.785 14.410 6.691
C: 12.980 16.259 11.463
N: 12.367 15.779 10.255
C: 12.235 16.699 9.176
C: 11.873 15.793 8.020
N: 12.527 14.553 8.467
C: 12.684 14.546 9.781
S: 13.333 13.279 10.684
H: 14.071 16.310 11.360
H: 12.879 15.559 12.311
H: 12.488 17.268 11.663
H: 13.254 17.205 8.902
H: 11.495 17.503 9.323
H: 12.288 16.082 7.054
H: 10.788 15.720 7.955
H: 12.556 13.680 7.904
C: 15.140 7.607 8.019
N: 15.621 7.109 9.348
C: 15.196 5.786 9.736
C: 15.765 7.973 10.354
N: 15.999 8.674 11.242
H: 14.169 8.124 7.961
H: 15.066 6.772 7.329
H: 15.881 8.325 7.727
H: 14.162 5.743 9.598
H: 15.539 5.587 10.778
H: 15.650 4.993 9.132
C: 8.758 13.381 9.222
C: 9.849 12.470 9.573
O: 10.409 11.869 8.347
P: 11.648 10.836 8.324
O: 11.069 9.846 9.540
C: 11.978 9.137 10.423
C: 11.362 7.904 10.948
O: 11.234 10.024 6.981
C: 9.951 9.631 6.617
C: 9.823 8.125 6.410
H: 8.215 13.836 10.055
H: 8.050 12.968 8.538
H: 9.244 14.154 8.597
H: 9.545 11.584 10.108
H: 10.637 12.957 10.093
H: 12.208 9.812 11.278
H: 12.933 8.948 9.953
H: 10.390 8.035 11.361
H: 12.006 7.346 11.668
H: 11.038 7.032 10.181
H: 9.530 10.297 5.778
H: 9.308 9.821 7.463
H: 10.262 7.752 5.429
H: 8.748 7.833 6.415
H: 10.277 7.596 7.265

Properties
LUMO (eV): 0.492
Multiplicity: 1